--- i ---
# C5H8FNS

One molecule with the formula C5H8FNS (the ωB97M-V functional and the def2-TZVPD basis, the Open Molecules 2025 dataset).

Positions of all 16 atoms, in Å:
S: 3.11 -0.12 -0.04
F: -2.54 -0.51 -0.96
N: -1.77 1.57 0.35
C: -0.74 0.77 -0.02
C: 1.49 -0.17 -0.37
C: -1.30 -0.60 -0.25
C: 0.59 0.81 0.15
C: -1.36 -1.36 1.04
H: -1.92 -2.38 1.04
H: 1.13 1.81 0.35
H: -2.76 1.37 0.02
H: -1.56 2.52 0.59
H: -0.71 -1.13 -0.92
H: -1.64 -0.72 1.90
H: -0.33 -1.45 1.35
H: 1.12 -1.13 -0.76

Summary:
- SMILES = C[C@@H](F)/C(N)=C\C=S
- orbital gap (eV) = 7.96

---

--- ii ---
# C5H8FNS

One molecule with the formula C5H8FNS (the ωB97M-V functional and the def2-TZVPD basis, the Open Molecules 2025 dataset).

Positions of all 16 atoms, in Å:
S: 2.66 0.14 1.45
F: -1.60 0.95 -1.90
N: 0.57 0.80 -0.18
C: -0.02 -0.45 -0.11
C: -1.90 -2.02 0.31
C: -2.29 0.16 -0.99
C: -1.31 -0.84 -0.39
C: 1.72 1.09 0.44
H: 0.08 1.57 -0.70
H: -2.70 0.82 -0.21
H: -2.49 -2.62 -0.44
H: 2.08 2.12 0.27
H: -3.14 -0.35 -1.53
H: -2.58 -1.70 1.14
H: -1.14 -2.67 0.74
H: 0.63 -1.20 0.32

Summary:
- SMILES = C/C(=C/NC=S)CF
- orbital gap (eV) = 8.52

---

Quick one: most stable of them? ii

---

--- i ---
# C11H21O2P

A 2-piece molecular cluster, C11H21O2P overall (the ωB97M-V functional and the def2-TZVPD basis, the Open Molecules 2025 dataset).

Positions of all 35 atoms, in Å:
P: 0.21 2.35 -0.47
O: 1.07 3.51 -0.70
O: -1.30 2.62 1.92
C: -1.64 -0.39 0.73
C: -0.75 1.97 1.09
C: 2.28 -1.29 0.18
C: 1.00 -0.78 -1.93
C: 0.76 0.70 0.05
C: -0.39 0.48 1.04
C: 2.84 0.70 -1.23
C: 1.70 -0.19 -0.70
C: -2.66 -0.12 1.85
C: -1.30 -1.88 0.77
C: -2.29 -0.03 -0.61
H: -2.96 0.92 1.89
H: -3.55 -0.72 1.69
H: 1.50 -1.95 0.56
H: 2.81 -0.86 1.02
H: 2.98 -1.90 -0.40
H: -2.21 -2.46 0.71
H: -0.66 -2.17 -0.05
H: -2.63 1.00 -0.60
H: -0.71 2.19 -1.52
H: -1.60 -0.18 -1.44
H: 3.41 1.11 -0.41
H: -0.81 -2.13 1.71
H: 0.57 0.01 -2.54
H: 1.73 -1.31 -2.54
H: 2.44 1.53 -1.81
H: 0.23 -1.49 -1.66
H: -3.16 -0.67 -0.77
H: -2.24 -0.39 2.82
H: 3.51 0.12 -1.87
H: -0.03 0.13 2.01
H: 1.83 1.54 1.19

Summary:
- orbital gap (eV) = 9.03

---

--- ii ---
# C11H21O2P

One molecule with the formula C11H21O2P (the ωB97M-V functional and the def2-TZVPD basis, the Open Molecules 2025 dataset).

Positions of all 35 atoms, in Å:
P: -0.20 0.00 -0.83
O: 4.15 -0.66 0.60
O: 0.40 -0.11 -2.16
C: 1.69 1.74 0.15
C: -0.77 -1.67 -0.41
C: 0.97 0.47 0.46
C: -3.03 0.29 -1.06
C: -1.78 1.04 -0.65
C: -1.32 -1.77 1.11
C: 3.17 1.71 0.59
C: 3.51 -0.66 -0.55
C: -1.76 1.82 0.72
C: 0.46 -2.59 -0.59
C: 4.03 0.68 -0.11
H: -2.84 0.33 -2.19
H: -0.45 -1.89 1.83
H: 1.05 2.60 0.57
H: 3.18 1.57 1.77
H: -3.06 -0.75 -0.63
H: -1.65 -2.03 -1.00
H: -4.03 0.75 -0.88
H: 1.10 -2.31 -1.40
H: -2.73 2.19 0.97
H: -1.55 1.82 -1.35
H: -0.88 2.51 0.70
H: 3.60 2.76 0.37
H: 1.71 1.85 -0.93
H: 4.84 1.08 -0.55
H: -1.89 -0.86 1.25
H: -2.03 -2.62 1.14
H: 1.13 -2.62 0.30
H: -1.40 1.00 1.43
H: 0.06 -3.59 -0.70
H: 1.01 0.05 1.43
H: 3.42 -1.38 -1.34

Summary:
- orbital gap (spin up / spin down) (eV) = 7.18 / 9.31

---

Quick one: most stable of them? i

---

--- i ---
# C2H8NO

A 2-piece molecular cluster, C2H8NO overall (the ωB97M-V functional and the def2-TZVPD basis, the Open Molecules 2025 dataset).

Positions of all 12 atoms, in Å:
O: 0.16 0.38 -0.22
N: 1.52 -1.53 -1.38
C: -0.93 0.49 0.38
C: -1.22 1.57 1.38
H: -0.36 2.23 1.55
H: 1.27 -2.50 -1.19
H: 1.70 -1.32 -2.42
H: 2.30 -1.27 -0.76
H: -2.25 2.17 1.25
H: -1.34 0.78 2.20
H: 0.91 -0.75 -1.00
H: -1.77 -0.25 0.24

Summary:
- charge = +1
- orbital gap (eV) = 11.19

---

--- ii ---
# C2H8NO

A 2-piece molecular cluster, C2H8NO overall (the ωB97M-V functional and the def2-TZVPD basis, the Open Molecules 2025 dataset).

Positions of all 12 atoms, in Å:
O: 0.41 -2.33 0.01
N: -0.08 0.37 -0.14
C: -0.56 0.80 -1.22
C: 0.25 1.23 1.00
H: 0.05 -0.66 0.02
H: -0.52 1.97 1.16
H: 0.18 -2.94 0.73
H: -0.69 1.84 -1.46
H: 1.15 1.82 0.84
H: 0.24 -2.81 -0.81
H: 0.40 0.61 1.86
H: -0.85 0.11 -2.00

Summary:
- charge = +1
- orbital gap (eV) = 11.90

---

--- iii ---
# C2H8NO

A 2-piece molecular cluster, C2H8NO overall (the ωB97M-V functional and the def2-TZVPD basis, the Open Molecules 2025 dataset).

Positions of all 12 atoms, in Å:
O: 0.25 -0.85 0.27
N: 1.73 1.31 -0.81
C: -0.97 -0.61 0.98
C: -2.12 -0.94 0.42
H: 1.15 0.46 -0.91
H: 1.90 1.70 -1.74
H: 2.64 1.07 -0.41
H: -3.06 -0.56 0.80
H: 1.33 2.14 -0.37
H: -2.35 -1.77 -0.24
H: -0.74 -0.16 1.94
H: 0.22 -1.79 0.06

Summary:
- charge = +1
- orbital gap (eV) = 9.19

---

Quick one: most stable of them? ii

---

--- i ---
# C5H6O3

One molecule with the formula C5H6O3 (the ωB97M-V functional and the def2-TZVPD basis, the Open Molecules 2025 dataset).

Positions of all 14 atoms, in Å:
O: 0.30 1.20 1.01
O: 0.64 -1.18 1.05
O: 1.72 0.10 -0.53
C: 0.88 1.15 -0.25
C: 1.14 -1.12 -0.32
C: -0.29 -0.03 1.14
C: -2.49 -0.12 -0.55
C: -1.57 -0.33 0.18
H: 0.03 1.12 -1.04
H: 1.52 2.13 -0.31
H: -0.76 -0.04 2.11
H: 0.31 -1.29 -1.05
H: -3.36 0.31 -0.94
H: 1.92 -1.89 -0.51

Summary:
- SMILES = C#CC1OCOCO1
- orbital gap (eV) = 11.29

---

--- ii ---
# C5H6O3

One molecule with the formula C5H6O3 (the ωB97M-V functional and the def2-TZVPD basis, the Open Molecules 2025 dataset).

Positions of all 14 atoms, in Å:
O: 1.23 1.09 -0.07
O: 2.44 -0.80 0.09
O: 0.24 -0.89 -0.15
C: 1.37 -0.30 -0.03
C: -2.07 -0.33 -0.71
C: -1.92 -0.38 0.82
C: -0.74 0.03 -0.01
C: -0.15 1.42 0.04
H: -2.54 0.30 1.36
H: -0.43 2.04 -0.79
H: -1.96 -1.38 1.23
H: -0.33 2.01 0.97
H: -2.10 -1.27 -1.32
H: -2.82 0.41 -1.05

Summary:
- SMILES = O=C1OCC2(CC2)O1
- orbital gap (eV) = 11.18

---

Quick one: most stable of them? ii